# 1
{
  "formula": "C16H43ClIrO6Si2",
  "method": "wB97M-V/def2-TZVPD",
  "species": ["O", "O", "C", "C", "H", "H", "H", "H", "H", "C", "C", "H", "H", "H", "H", "H", "C", "C", "C", "H", "H", "H", "H", "H", "C", "H", "H", "H", "H", "H", "H", "Ir", "C", "Si", "H", "H", "C", "C", "C", "C", "Si", "H", "H", "C", "C", "C", "H", "H", "H", "H", "H", "H", "H", "H", "H", "H", "H", "H", "H", "H", "H", "H", "H", "H", "O", "Cl", "O", "O", "O"],
  "positions_angstrom": [[0.499, 0.591, -2.548], [-1.109, -3.925, -0.501], [-0.957, 0.711, -2.819], [-1.140, 1.494, -4.096], [-1.405, 1.206, -1.931], [-1.415, -0.283, -2.934], [-0.880, 2.521, -3.903], [-2.175, 1.511, -4.442], [-0.472, 1.156, -4.890], [1.113, -0.684, -2.436], [0.394, -1.873, -3.074], [1.195, -0.834, -1.335], [2.122, -0.565, -2.913], [-0.285, -2.371, -2.373], [1.170, -2.617, -3.265], [-0.094, -1.648, -4.026], [-0.197, -3.999, 0.593], [-2.488, -3.862, -0.157], [1.162, -4.426, 0.056], [-0.540, -4.731, 1.345], [-0.114, -3.009, 1.088], [1.090, -5.397, -0.448], [1.874, -4.519, 0.880], [1.550, -3.692, -0.661], [-3.333, -4.678, -1.126], [-2.804, -2.806, -0.217], [-2.666, -4.210, 0.873], [-3.121, -4.400, -2.162], [-4.392, -4.503, -0.916], [-3.123, -5.748, -1.009], [-0.767, 1.272, 1.953], [1.772, 2.779, 0.823], [-1.448, 0.784, 1.243], [-2.719, 0.535, 2.554], [-1.679, 1.465, 0.416], [-1.023, -0.120, 0.787], [-4.273, 0.157, 1.595], [-2.660, 2.246, 3.315], [-1.581, -0.653, 3.515], [2.055, 3.021, -1.007], [3.546, 2.081, -0.494], [2.344, 3.924, -1.506], [1.286, 2.452, -1.521], [4.360, 1.112, -1.935], [2.820, 0.856, 0.771], [4.553, 3.244, 0.606], [-1.114, -1.427, 2.886], [-2.026, -1.178, 4.365], [-0.724, -0.069, 3.891], [-4.345, 0.900, 0.787], [-5.251, 0.201, 2.079], [-4.248, -0.808, 1.076], [-2.452, 2.968, 2.506], [-1.811, 2.340, 4.009], [-3.596, 2.514, 3.816], [2.627, 0.003, 0.100], [1.847, 1.003, 1.325], [3.538, 0.618, 1.567], [5.377, 2.653, 1.029], [3.926, 3.691, 1.418], [4.913, 4.044, -0.053], [5.443, 0.997, -1.787], [4.188, 1.691, -2.851], [3.924, 0.107, -2.066], [-0.358, 4.307, 3.726], [0.752, 4.087, 2.862], [1.842, 4.873, 3.309], [1.114, 2.617, 2.835], [0.392, 4.303, 1.405]],
  "energy_ev": -60669.22800,
  "relative_energy_ev": 1.957,
  "spin_multiplicity": 5,
  "total_charge": 1,
  "molar_mass_g_mol": 615.36
}

---

# 2
{
  "formula": "C16H43F8HfN2O21PS7",
  "method": "wB97M-V/def2-TZVPD",
  "species": ["Hf", "P", "F", "F", "F", "F", "F", "F", "N", "S", "O", "O", "F", "S", "O", "O", "F", "C", "N", "O", "O", "H", "H", "H", "O", "S", "O", "O", "C", "C", "C", "H", "H", "H", "H", "H", "H", "H", "H", "O", "S", "O", "O", "C", "C", "C", "H", "H", "H", "H", "H", "H", "H", "H", "O", "S", "O", "O", "C", "C", "C", "H", "H", "H", "H", "H", "H", "H", "H", "O", "S", "O", "O", "C", "C", "C", "H", "H", "H", "H", "H", "H", "H", "H", "O", "S", "O", "O", "C", "C", "C", "H", "H", "H", "H", "H", "H", "H", "H"],
  "positions_angstrom": [[0.705, 2.335, -0.142], [0.637, 1.848, 3.919], [1.131, 0.326, 3.778], [2.159, 2.312, 3.692], [0.524, 1.877, 2.177], [0.183, 3.386, 3.883], [-0.876, 1.323, 3.911], [0.699, 1.871, 5.485], [0.943, 0.179, 0.100], [2.042, -0.995, -0.248], [1.744, -1.621, -1.483], [2.678, -1.666, 0.812], [3.208, 0.018, -0.652], [-0.137, -1.070, 0.715], [0.274, -1.801, 1.838], [-0.989, -1.578, -0.284], [-1.095, -0.058, 1.466], [-0.683, -2.247, 4.681], [-1.514, -3.282, 3.972], [-0.926, -4.156, 3.366], [-2.711, -3.085, 3.928], [-1.103, -1.339, 4.261], [0.335, -2.363, 4.324], [-0.668, -2.337, 5.761], [0.297, -4.456, -0.050], [-0.094, -5.288, -1.150], [0.811, -6.224, -1.704], [-1.442, -6.057, -0.836], [-2.314, -5.563, 0.196], [-3.416, -4.650, -0.331], [-0.702, -4.132, -2.385], [-1.714, -5.022, 0.927], [-2.786, -6.413, 0.679], [-4.200, -4.714, 0.432], [-3.789, -4.934, -1.312], [-3.225, -3.575, -0.266], [-1.200, -4.717, -3.154], [0.094, -3.502, -2.768], [-1.401, -3.540, -1.801], [1.788, 1.804, -2.007], [2.161, 1.460, -3.401], [1.223, 0.820, -4.234], [2.613, 2.799, -4.062], [2.740, 2.884, -5.520], [2.114, 4.159, -6.015], [3.739, 0.574, -3.367], [2.414, 1.995, -6.057], [3.812, 2.893, -5.741], [1.084, 4.186, -5.643], [1.973, 4.100, -7.093], [2.590, 5.079, -5.689], [4.317, 1.003, -2.554], [4.191, 0.652, -4.350], [3.356, -0.429, -3.174], [4.787, 3.248, 1.910], [4.168, 2.078, 1.424], [2.778, 2.125, 0.943], [4.997, 1.517, 0.204], [6.442, 1.350, 0.404], [7.160, 2.093, -0.691], [4.428, 0.736, 2.606], [6.617, 0.282, 0.279], [6.784, 1.664, 1.387], [6.950, 3.165, -0.664], [6.924, 1.748, -1.695], [8.235, 2.041, -0.513], [3.647, 0.770, 3.363], [5.364, 0.979, 3.102], [4.445, -0.193, 2.044], [-1.426, 2.629, 0.882], [-2.817, 2.653, 1.343], [-3.815, 3.155, 0.462], [-3.192, 1.240, 1.842], [-4.404, 1.085, 2.651], [-4.396, -0.308, 3.243], [-2.833, 3.679, 2.824], [-5.214, 1.217, 1.929], [-4.550, 1.860, 3.401], [-5.228, -0.467, 3.929], [-3.559, -0.295, 3.945], [-4.401, -1.049, 2.453], [-2.257, 4.545, 2.507], [-2.324, 3.121, 3.612], [-3.789, 3.929, 3.274], [-1.030, 1.441, -1.349], [-1.848, 0.582, -2.220], [-1.292, -0.438, -3.025], [-2.985, 0.100, -1.275], [-3.906, -0.940, -1.693], [-4.866, -1.207, -0.549], [-2.832, 1.594, -3.321], [-3.416, -1.847, -2.032], [-4.533, -0.453, -2.443], [-5.205, -0.332, 0.005], [-4.417, -1.931, 0.132], [-5.795, -1.688, -0.859], [-3.633, 0.998, -3.741], [-2.175, 1.990, -4.096], [-3.180, 2.464, -2.764]],
  "energy_ev": -171432.61344,
  "total_charge": 2,
  "molar_mass_g_mol": 1185.43
}

---

# 3
{
  "formula": "C16H43N15O7Si",
  "method": "wB97M-V/def2-TZVPD",
  "species": ["C", "C", "C", "C", "Si", "C", "C", "C", "N", "C", "C", "H", "H", "H", "H", "H", "H", "H", "H", "H", "H", "H", "H", "H", "H", "H", "C", "O", "N", "N", "H", "H", "H", "H", "C", "O", "N", "N", "H", "H", "H", "H", "C", "O", "N", "N", "H", "H", "H", "H", "C", "O", "N", "N", "H", "H", "H", "H", "C", "O", "N", "N", "H", "H", "H", "H", "C", "O", "N", "N", "H", "H", "H", "H", "C", "O", "N", "N", "H", "H", "H", "H"],
  "positions_angstrom": [[4.045, -4.568, 0.128], [3.695, -3.346, -0.729], [2.518, -2.532, -0.103], [2.993, -1.183, 0.496], [1.074, -2.346, -1.330], [-0.445, -3.215, -0.626], [-1.252, -2.626, 0.352], [-2.348, -3.318, 0.833], [-2.720, -4.545, 0.457], [-1.943, -5.099, -0.478], [-0.834, -4.491, -1.041], [4.862, -5.140, -0.316], [4.363, -4.243, 1.123], [3.171, -5.207, 0.254], [3.424, -3.715, -1.720], [4.564, -2.692, -0.807], [2.129, -3.134, 0.723], [2.626, -1.065, 1.515], [2.657, -0.331, -0.092], [4.085, -1.152, 0.559], [1.451, -3.027, -2.589], [0.759, -0.933, -1.588], [-1.026, -1.640, 0.735], [-2.970, -2.843, 1.587], [-2.218, -6.099, -0.804], [-0.277, -5.017, -1.808], [1.360, 1.040, -3.873], [2.126, 0.089, -3.844], [1.442, 2.065, -2.978], [0.362, 1.148, -4.796], [0.810, 2.852, -2.972], [2.187, 2.014, -2.309], [0.269, 0.405, -5.463], [-0.276, 1.921, -4.820], [-0.663, 5.250, -3.834], [-0.303, 4.425, -3.003], [-1.885, 5.182, -4.434], [0.128, 6.292, -4.209], [-2.206, 5.848, -5.111], [-2.494, 4.435, -4.155], [1.029, 6.364, -3.777], [-0.148, 6.982, -4.882], [0.085, 1.427, 1.062], [0.117, 0.259, 0.703], [-0.059, 1.800, 2.358], [0.166, 2.455, 0.155], [-0.096, 2.755, 2.657], [-0.105, 1.082, 3.057], [0.225, 2.202, -0.817], [0.161, 3.425, 0.410], [4.511, -2.930, -4.680], [3.613, -3.328, -5.401], [5.690, -3.627, -4.546], [4.433, -1.782, -3.951], [6.445, -3.328, -3.960], [5.779, -4.478, -5.067], [3.587, -1.235, -3.999], [5.177, -1.465, -3.360], [-6.194, -1.795, 2.446], [-5.692, -0.887, 1.809], [-5.924, -3.111, 2.203], [-7.079, -1.564, 3.470], [-6.326, -3.861, 2.731], [-5.281, -3.329, 1.462], [-7.304, -0.608, 3.672], [-7.507, -2.292, 4.007], [0.526, 1.974, 6.312], [0.644, 1.958, 5.097], [0.812, 0.887, 7.085], [0.102, 3.083, 6.987], [0.724, 0.878, 8.083], [1.130, 0.060, 6.614], [-0.110, 3.899, 6.444], [0.002, 3.120, 7.983], [-3.129, 4.868, 2.026], [-2.704, 5.786, 1.347], [-2.726, 3.576, 1.852], [-4.043, 5.063, 3.029], [-3.057, 2.807, 2.403], [-2.070, 3.393, 1.114], [-4.362, 6.001, 3.181], [-4.412, 4.322, 3.593]],
  "energy_ev": -61858.67504,
  "total_charge": 0,
  "smiles": "CC[C@@H](C)[SiH2]c1ccncc1.NC(N)=O.NC(N)=O.NC(N)=O.NC(N)=O.NC(N)=O.NC(N)=O.NC(N)=O",
  "molar_mass_g_mol": 585.70
}